Record 1
Density functional theory data (ωB97M-V/def2-TZVPD) for a structure of composition C27H49AsIN2OSbV in a non-equilibrium geometry.

Each line ends with the Mulliken charge.
Positions of all 83 atoms, in Å:
V -0.0062 0.9562 0.1149  -0.039
C -3.9254 1.8334 -0.7894  -1.046
O -2.7178 1.2813 -0.2726  0.077
C -1.4820 1.9003 -0.5240  0.968
C -1.5438 3.2501 -1.2041  -1.954
H -4.7250 1.1606 -0.4910  0.243
H -3.9002 1.8960 -1.8786  0.305
H -4.1165 2.8241 -0.3764  0.366
H -1.9762 3.1981 -2.2096  0.400
H -0.5365 3.6520 -1.3126  0.396
H -2.1367 3.9813 -0.6422  0.413
I 3.1859 5.7465 2.1203  0.164
C 2.7033 3.9708 1.2200  -1.148
C 3.5607 3.0403 0.6787  -0.063
N 2.8052 2.0428 0.2117  0.006
N 1.4867 2.2592 0.4017  0.201
C 1.4281 3.4422 1.0269  -0.468
H 4.6372 3.0205 0.6049  0.486
H 3.1037 1.2150 -0.2794  -0.153
H 0.4722 3.8612 1.2968  0.588
C -1.7786 2.5828 3.2203  -1.412
As -0.8526 1.0666 2.4484  1.120
C 0.4106 0.7190 3.8866  -1.374
C -2.2414 -0.3188 2.6855  -1.091
C -2.3728 -0.8171 4.0965  0.106
C -1.5540 -1.8439 4.5680  -0.075
C -1.6448 -2.2796 5.8821  -0.741
C -2.5578 -1.6899 6.7498  -0.460
C -3.3817 -0.6722 6.2906  -0.731
C -3.2903 -0.2414 4.9716  -0.230
H -2.1776 2.2946 4.1904  0.494
H -2.5875 2.8903 2.5614  0.331
H -1.0870 3.4123 3.3553  0.436
H -0.1067 0.5099 4.8207  0.461
H 1.0256 1.6118 4.0030  0.423
H 1.0560 -0.1216 3.6378  0.375
H -2.0200 -1.1288 1.9933  0.581
H -3.1541 0.1614 2.3366  0.417
H -0.8425 -2.3104 3.8940  0.385
H -1.0057 -3.0823 6.2306  0.414
H -2.6325 -2.0300 7.7753  0.397
H -4.1041 -0.2163 6.9566  0.387
H -3.9510 0.5419 4.6148  0.442
C -0.5934 -2.8684 -3.5056  -1.722
C -0.8769 -1.5330 -2.8264  1.968
C -1.4229 -0.5023 -3.8187  -1.727
C -1.9174 -1.7182 -1.7185  -1.758
Sb 0.8532 -0.5973 -1.8969  0.795
C 1.9310 -2.1741 -0.8263  1.778
C 0.9391 -2.8386 0.1305  -1.962
C 3.0100 -1.4754 0.0043  -1.520
C 2.5639 -3.2234 -1.7432  -1.502
C 2.1820 0.0051 -3.5136  1.608
C 2.1556 -0.9751 -4.6846  -1.749
C 3.6120 0.1086 -2.9892  -1.700
C 1.6968 1.3917 -3.9528  -1.515
H -1.4808 -3.1650 -4.0785  0.513
H -0.4050 -3.6579 -2.7764  0.318
H 0.2441 -2.8369 -4.1969  0.279
H -2.3776 -0.8689 -4.2166  0.559
H -0.7615 -0.3386 -4.6687  0.321
H -1.6119 0.4630 -3.3380  0.196
H -2.8696 -2.0175 -2.1762  0.565
H -2.1068 -0.7966 -1.1658  0.238
H -1.6412 -2.5016 -1.0157  0.221
H 0.3653 -2.1133 0.7158  0.339
H 1.4876 -3.4664 0.8441  0.535
H 0.2319 -3.4824 -0.3903  0.261
H 2.5728 -0.7972 0.7493  0.025
H 3.7258 -0.9147 -0.6007  0.273
H 3.5834 -2.2257 0.5616  0.539
H 1.8265 -3.7259 -2.3682  0.251
H 3.0647 -3.9917 -1.1395  0.516
H 3.3206 -2.7892 -2.4024  0.303
H 2.4656 -1.9807 -4.3911  0.313
H 2.8568 -0.6268 -5.4532  0.542
H 1.1752 -1.0425 -5.1511  0.307
H 3.9877 -0.8325 -2.5875  0.355
H 3.7226 0.8909 -2.2324  0.271
H 4.2712 0.3915 -3.8192  0.568
H 0.6883 1.3690 -4.3673  0.312
H 2.3651 1.7806 -4.7326  0.452
H 1.7001 2.1069 -3.1266  0.238

Output
* E_tot: -134977.5463 eV
* 2S+1: 3
* charge: +1
* frontier orbital gap (alpha / beta): 7.67 / 6.85 eV
* max |F|: 0.0352 Eh/bohr
* LUMO energy (alpha / beta): -2.33 / -2.19 eV
* HOMO (alpha / beta): -9.9954 / -9.0409 eV

---

Record 2
Density functional theory data (ωB97M-V/def2-TZVPD) for a cluster of 2 separate species, C2H7N3O2 in total in a non-equilibrium geometry.

Each line ends with the Mulliken charge.
Positions of all 14 atoms, in Å:
C -2.8080 -0.4332 1.5026  0.630
C 1.1271 0.3086 0.0456  -0.092
N -0.5521 0.2500 -1.5154  -0.313
N -3.9857 -0.7397 1.7864  -0.277
N 2.6209 0.5830 0.0555  -0.235
O -1.7299 -0.2244 1.2196  -0.048
O 0.7374 0.1948 -1.2008  -0.099
H 0.4773 0.6973 0.8242  0.420
H -0.4763 0.1731 -2.5578  0.269
H -4.7194 -1.0054 1.0685  0.350
H -4.3631 -0.9635 2.6830  0.317
H 3.2134 -0.0023 0.5652  0.342
H 2.7858 1.5700 0.2707  0.370
H 2.8737 0.4675 -0.9088  0.365

Output
* E_tot: -10730.0496 eV
* 2S+1: 1
* charge: +2
* frontier orbital gap (alpha / beta): 8.85 / 8.31 eV
* max |F|: 0.0707 Eh/bohr
* LUMO energy (alpha / beta): -8.61 / -8.61 eV
* HOMO (alpha / beta): -17.4636 / -16.9210 eV

---

Record 3
Density functional theory data (ωB97M-V/def2-TZVPD) for the molecule C4H6N2O in a non-equilibrium geometry.

Each line ends with the Mulliken charge.
Positions of all 13 atoms, in Å:
N -1.8910 0.2984 -1.1017  -0.697
C -1.0144 -0.2837 -0.4203  0.418
O -0.6617 -1.6164 -0.3343  -0.413
C 0.4199 -1.3673 0.6049  -0.313
C 0.1106 0.0950 0.4646  0.744
C 0.9377 1.0760 -0.2950  -0.674
N 0.6533 1.2317 1.1100  -0.631
H -2.5281 -0.3914 -1.4988  0.284
H 0.2392 -1.8461 1.5681  0.245
H 1.3852 -1.6976 0.2192  0.245
H 0.4667 1.7892 -0.9749  0.270
H 1.9251 0.7637 -0.5468  0.226
H -0.0424 1.9486 1.2050  0.297

Output
* E_tot: -9270.3187 eV
* 2S+1: 1
* charge: 0
* frontier orbital gap: 10.70 eV
* SMILES string: [H]/N=C1\OC[C@@]12CN2
* max |F|: 0.0275 Eh/bohr
* LUMO energy: 1.05 eV
* HOMO: -9.6596 eV

---

Record 4
Density functional theory data (ωB97M-V/def2-TZVPD) for a structure of composition C24H23HfN8O5S3 in a non-equilibrium geometry.

Each line ends with the Mulliken charge.
Positions of all 64 atoms, in Å:
Hf -0.9997 0.3911 1.9363  0.556
O -4.4857 2.2461 3.1899  -0.641
C -3.6198 1.6194 2.6291  0.285
N -2.4540 1.1368 3.1584  0.428
C -2.0723 1.5071 4.5109  -0.919
C -0.6737 2.0811 4.4937  0.837
C -0.1214 2.6365 5.6354  -1.027
C 1.1594 3.1473 5.5805  -0.242
C 1.8714 3.0817 4.3863  -0.857
C 1.2743 2.4867 3.3036  -0.101
N 0.0210 1.9920 3.3428  -0.273
C -3.7417 1.3171 1.1422  0.756
C -4.9880 1.2638 0.5604  -0.775
C -5.0662 1.0122 -0.7994  -0.303
C -3.8955 0.8387 -1.5292  -0.874
C -2.6869 0.8912 -0.8719  0.005
N -2.5961 1.1195 0.4500  -0.229
H -2.0807 0.6347 5.1705  0.330
H -2.7822 2.2303 4.9158  0.601
H -0.7035 2.6673 6.5469  0.475
H 1.6074 3.5931 6.4589  0.437
H 2.8769 3.4682 4.3026  0.434
H 1.8138 2.3812 2.3709  0.388
H -5.8587 1.4301 1.1786  0.489
H -6.0285 0.9533 -1.2909  0.469
H -3.9194 0.6533 -2.5935  0.436
H -1.7529 0.7490 -1.3991  0.481
S -2.1786 -1.7998 1.8387  -0.444
C -1.0514 -2.1992 3.1226  0.698
S 0.3736 -1.1731 3.2684  -0.396
C -1.2719 -3.2163 3.9900  0.607
C -2.4429 -4.0403 3.8640  -0.121
N -3.3783 -4.6963 3.7379  -0.414
C -0.3455 -3.4813 5.0561  -0.144
N 0.3898 -3.6845 5.9159  -0.423
C 3.8842 -1.9269 -7.2614  -1.319
C 3.3551 -1.0957 -6.0956  -0.372
S 1.9838 -1.9199 -5.3459  1.286
O 0.8998 -1.9605 -6.2881  -0.687
O 2.4676 -3.1215 -4.7088  -0.669
C 1.4785 -0.8272 -4.0346  -0.592
C 2.2406 -1.1147 -2.7501  -1.271
N 1.6899 -0.3303 -1.6226  0.278
C 0.7896 -0.8009 -0.7370  0.941
N 0.4171 0.1744 0.1066  -0.036
C 1.1267 1.2952 -0.2543  -0.345
C 1.8911 0.9975 -1.3194  -0.503
N 2.7788 1.8952 -2.0179  1.044
O 3.2347 1.5190 -3.0798  -0.599
O 2.8612 3.0114 -1.5624  -0.592
C 0.3421 -2.2179 -0.7140  -1.186
H 4.7294 -1.4085 -7.7105  0.381
H 3.1176 -2.0627 -8.0215  0.362
H 4.2211 -2.9055 -6.9241  0.365
H 2.9875 -0.1195 -6.4160  0.404
H 4.1055 -0.9637 -5.3126  0.321
H 0.4101 -1.0298 -3.9309  0.330
H 1.6193 0.2010 -4.3664  0.489
H 3.2950 -0.8766 -2.8402  0.268
H 2.1562 -2.1610 -2.4827  0.556
H 1.0464 2.2518 0.2382  0.832
H 1.1982 -2.8875 -0.7751  0.532
H -0.3218 -2.4355 -1.5535  0.298
H -0.1976 -2.4180 0.2072  -0.048

Output
* E_tot: -81226.7167 eV
* 2S+1: 1
* charge: +1
* frontier orbital gap: 7.04 eV
* max |F|: 0.0244 Eh/bohr
* LUMO energy: -4.13 eV
* HOMO: -11.1767 eV

---

Record 5
Density functional theory data (ωB97M-V/def2-TZVPD) for the molecule C4H6N4 in a non-equilibrium geometry.

Each line ends with the Mulliken charge.
Positions of all 14 atoms, in Å:
C 1.5925 1.2863 -0.3331  -1.185
C 0.5329 0.5633 0.0775  0.578
C -1.5338 -0.1720 0.2161  0.356
C 0.5552 -0.9606 0.0646  0.460
H 2.6346 1.0102 -0.5171  0.225
H 1.5007 2.3378 -0.3259  0.275
H -0.9733 1.8501 0.8232  0.266
H -3.1085 -0.7626 -0.3740  0.231
H -1.1470 -2.0920 -0.4723  0.267
H 2.4434 -1.0679 0.3187  0.235
N -0.6621 0.8929 0.6102  -0.152
N -2.6718 0.1019 -0.2964  -0.641
N -0.7335 -1.3157 0.0404  -0.182
N 1.5709 -1.6716 0.1683  -0.733

Output
* E_tot: -10204.2315 eV
* 2S+1: 1
* charge: 0
* frontier orbital gap: 9.47 eV
* SMILES string: [H]/N=C1/NC(=C)/C(=N\[H])N1
* max |F|: 0.0731 Eh/bohr
* LUMO energy: 0.68 eV
* HOMO: -8.7887 eV

---

Record 6
Density functional theory data (ωB97M-V/def2-TZVPD) for a cluster of 2 separate species, C4H12 in total.

Each line ends with the Mulliken charge.
Positions of all 16 atoms, in Å:
C -0.7646 1.2528 -1.3081  -0.774
C -1.7659 1.3669 -2.4449  -0.915
H 0.0086 2.0245 -1.2923  0.326
H -1.2559 1.3221 -0.3441  0.309
H -0.2033 0.3209 -1.2963  0.201
H -2.4612 0.5421 -2.3949  0.291
H -1.2711 1.3770 -3.4138  0.284
H -2.2628 2.3299 -2.4116  0.280
C 1.3424 -0.8730 1.2506  -0.682
C 1.1237 -1.7461 2.4813  -0.915
H 1.4769 0.1644 1.5334  0.298
H 2.2544 -1.1860 0.7465  0.298
H 0.5439 -0.9530 0.5226  0.147
H 1.1861 -2.7909 2.2024  0.278
H 0.1494 -1.5945 2.9431  0.301
H 1.8993 -1.5569 3.2261  0.273

Output
* E_tot: -4342.4506 eV
* 2S+1: 1
* charge: 0
* frontier orbital gap: 12.95 eV
* SMILES string: CC.CC
* max |F|: 0.0169 Eh/bohr
* LUMO energy: 1.15 eV
* HOMO: -11.7944 eV